The following is a quantum chemistry calculation of a molecular structure, C4H13NO3 at a distorted geometry, from the Open Molecules 2025 dataset.

Its largest force on an atom is 4.6 eV Å⁻¹. For the HOMO-LUMO gap, the calculation gives 4.90 eV. The energy above the lowest of the compared OMol25 structures with the same formula, charge and spin comes out at 193.4 kcal per mole. The HOMO energy is -9.6 eV.

CARTESIAN COORDINATES (ANGSTROEM)
C (0.91, 1.25, -0.35)
O (1.84, 0.39, -0.75)
C (-0.20, 0.53, 0.53)
C (-0.77, -0.77, -0.15)
C (0.27, -1.84, 0.06)
O (0.83, -0.40, -2.76)
N (-1.20, 1.42, 0.96)
H (0.49, 1.72, -1.27)
H (1.26, 2.06, 0.30)
H (1.38, 0.02, -1.86)
H (0.33, 0.22, 1.44)
H (-0.97, -0.57, -1.21)
H (0.10, -2.70, -0.59)
H (0.14, -2.18, 1.10)
H (1.29, -1.41, -0.05)
H (1.45, -0.62, -3.45)
H (-1.68, 0.89, 1.78)
H (-1.65, -0.01, 3.61)
H (-1.66, -1.01, 0.45)
H (-1.83, 1.58, 0.17)
O (-1.62, -0.38, 2.70)